# C31H22ClIN8O3S2SbSe4Y

C31H22ClIN8O3S2SbSe4Y as an isolated structure in a non-equilibrium geometry (ωB97M-V/def2-TZVPD, the OMol25 dataset).

```
! wB97M-V def2-TZVPD RIJCOSX def2/J DEFGRID3
* xyz -2 1
Y 0.156 -0.226 -0.562
Cl -3.484 2.402 5.396
C -2.865 1.405 4.084
C -3.451 0.208 3.805
C -2.995 -0.608 2.751
I -3.888 -2.410 2.334
C -1.920 -0.233 1.937
O -1.466 -0.888 0.955
C -1.286 1.036 2.288
N -0.219 1.373 1.518
C 0.352 2.537 1.698
C -0.065 3.443 2.691
C -1.107 3.102 3.505
C -1.757 1.863 3.320
H -4.291 -0.122 4.401
H 1.172 2.786 1.035
H 0.440 4.394 2.792
H -1.452 3.771 4.281
Se -0.132 -3.753 -4.286
Sb -0.428 -2.936 -1.988
Se -1.787 -0.867 -2.246
Se 1.850 -2.313 -1.182
Se -1.437 -4.449 -0.318
N 4.127 0.317 2.518
C 5.291 0.748 1.857
C 6.534 0.531 2.428
C 7.684 0.987 1.798
C 7.583 1.641 0.580
C 6.336 1.825 -0.003
C 5.177 1.400 0.634
S 3.618 1.668 -0.112
N 2.565 0.602 0.745
C 2.915 0.122 1.869
C 1.959 -0.749 2.653
C 2.033 -0.844 4.038
C 1.163 -1.728 4.664
C 0.304 -2.490 3.894
C 0.285 -2.304 2.519
N 1.083 -1.416 1.922
H 4.287 -0.337 3.266
H 6.595 0.007 3.376
H 8.651 0.821 2.254
H 8.471 1.994 0.070
H 6.257 2.307 -0.971
H 2.706 -0.223 4.614
H 1.162 -1.812 5.744
H -0.375 -3.203 4.342
H -0.381 -2.851 1.854
N -1.185 0.247 -8.032
C -0.708 0.657 -6.768
C -0.801 2.001 -6.397
C -0.357 2.412 -5.154
C 0.189 1.480 -4.278
C 0.328 0.150 -4.664
C -0.121 -0.256 -5.909
S 0.797 1.949 -2.701
O 1.549 0.777 -2.212
O 1.535 3.173 -2.924
N -0.246 2.060 -1.479
C -1.523 2.577 -1.588
N -1.945 3.173 -2.706
C -3.218 3.544 -2.739
C -4.083 3.370 -1.676
C -3.523 2.800 -0.537
N -2.264 2.414 -0.474
H -1.986 0.784 -8.327
H -1.413 -0.737 -8.050
H -1.236 2.719 -7.085
H -0.442 3.447 -4.868
H 0.752 -0.582 -3.990
H -0.067 -1.311 -6.146
H -3.560 4.004 -3.664
H -5.122 3.661 -1.723
H -4.123 2.648 0.357
*
```

The calculation puts the total energy at -13297.253348 a.u. Its LUMO energy is 3.57 eV. Its HOMO-LUMO gap is 5.02 eV. For the energy above the lowest of the compared OMol25 structures with the same formula, charge and spin, the calculation gives 0.00 kcal per mole.

# C4H7NO

One molecule with the formula C4H7NO (ωB97M-V/def2-TZVPD, the OMol25 dataset).

```
! wB97M-V def2-TZVPD RIJCOSX def2/J DEFGRID3
* xyz 0 1
C -1.534 0.899 -0.900
O -1.078 1.426 0.345
C -0.362 0.523 1.076
C 0.488 -0.323 0.528
C 1.449 -1.392 0.501
N 1.184 -0.530 -0.687
H -1.999 1.732 -1.423
H -0.726 0.481 -1.513
H -2.267 0.100 -0.724
H -0.517 0.577 2.150
H 2.368 -1.288 1.069
H 1.106 -2.410 0.336
H 1.888 0.206 -0.759
*
```

The SMILES is CO/C=C1/CN1. The calculation puts the total energy at -286.501424 a.u. Its LUMO energy is 1.05 eV. Its HOMO-LUMO gap is 9.45 eV. For the energy above the lowest of the compared OMol25 structures with the same formula, charge and spin, the calculation gives 81.72 kcal per mole.

# C7H10

One molecule with the formula C7H10 (ωB97M-V/def2-TZVPD, the OMol25 dataset).

```
! wB97M-V def2-TZVPD RIJCOSX def2/J DEFGRID3
* xyz 0 1
C -1.878 -1.036 -0.792
C -0.654 -0.692 -1.182
C 0.199 0.462 -0.699
C -0.535 1.450 0.202
C 1.376 -0.259 0.015
C 1.100 -0.830 1.363
C 2.014 0.085 1.359
H -2.546 -0.396 -0.219
H -2.274 -1.996 -1.107
H -0.162 -1.370 -1.885
H 0.563 0.996 -1.590
H 0.147 2.248 0.510
H -1.390 1.913 -0.304
H -0.909 0.967 1.112
H 1.942 -0.845 -0.725
H 0.366 -1.382 1.926
H 2.640 0.684 2.014
*
```

The SMILES is C=C[C@@H](C)C1C=C1. The calculation puts the total energy at -272.594648 a.u. Its LUMO energy is 1.20 eV. Its HOMO-LUMO gap is 10.44 eV. For the energy above the lowest of the compared OMol25 structures with the same formula, charge and spin, the calculation gives 77.40 kcal per mole.

# C29H31BrInN4O2P

C29H31BrInN4O2P as an isolated structure (ωB97M-V/def2-TZVPD, the OMol25 dataset).

```
! wB97M-V def2-TZVPD RIJCOSX def2/J DEFGRID3
* xyz 2 1
In 0.432 -1.001 -3.004
O 2.767 -1.053 -1.104
C 2.292 -1.166 -0.024
O 0.892 -1.229 0.120
C 2.930 -1.281 1.309
C 4.294 -1.252 1.538
C 4.732 -1.354 2.851
C 3.824 -1.481 3.901
C 2.453 -1.508 3.667
C 2.024 -1.408 2.355
P 0.385 -1.387 1.668
C -0.455 -2.918 1.799
C 0.086 -3.982 1.062
C -0.485 -5.236 1.170
C -1.568 -5.437 2.021
C -2.082 -4.392 2.773
C -1.530 -3.126 2.668
C -0.541 0.035 2.119
C -1.935 0.086 1.993
C -2.604 1.259 2.300
C -1.889 2.373 2.721
C -0.502 2.331 2.821
C 0.181 1.166 2.522
H 4.988 -1.160 0.711
H 5.793 -1.337 3.062
H 4.191 -1.560 4.916
H 1.756 -1.616 4.490
H 0.936 -3.837 0.405
H -0.080 -6.061 0.599
H -2.007 -6.424 2.105
H -2.912 -4.560 3.447
H -1.910 -2.329 3.291
H -2.493 -0.763 1.623
H -3.681 1.303 2.211
H -2.418 3.284 2.973
H 0.047 3.205 3.147
H 1.260 1.135 2.619
C -0.777 3.517 -1.110
N 0.233 3.578 -2.152
C 0.216 4.804 -2.960
C 0.800 2.428 -2.602
N 0.304 1.233 -2.336
N 1.925 2.548 -3.353
C 2.948 3.550 -3.043
C 2.408 1.385 -4.081
H -0.803 4.472 -0.585
H -0.532 2.744 -0.381
H -1.777 3.332 -1.518
H -0.817 5.045 -3.219
H 0.772 4.666 -3.881
H 0.639 5.644 -2.409
H -0.622 1.309 -1.932
H 2.584 4.248 -2.297
H 3.236 4.104 -3.936
H 3.834 3.053 -2.643
H 2.776 0.599 -3.415
H 3.236 1.698 -4.713
H 1.633 0.985 -4.731
Br -4.209 -3.727 -0.106
C -3.740 -2.152 -1.008
C -4.700 -1.214 -1.340
C -4.296 -0.074 -2.015
C -2.957 0.081 -2.324
N -2.030 -0.828 -2.003
C -2.420 -1.932 -1.359
H -5.740 -1.379 -1.090
H -5.015 0.681 -2.307
H -2.618 0.955 -2.870
H -1.661 -2.671 -1.124
*
```

The calculation puts the total energy at -4598.261014 a.u. Its LUMO energy is -5.79 eV. Its HOMO-LUMO gap is 7.74 eV. For the energy above the lowest of the compared OMol25 structures with the same formula, charge and spin, the calculation gives 0.00 kcal per mole.

# C3H2N4O

One molecule with the formula C3H2N4O in a non-equilibrium geometry (ωB97M-V/def2-TZVPD, the OMol25 dataset).

```
! wB97M-V def2-TZVPD RIJCOSX def2/J DEFGRID3
* xyz 0 1
O -1.838 -0.145 0.970
C -1.104 0.002 -0.023
N -0.636 1.128 -0.777
C 0.533 1.396 -0.255
C 1.372 0.526 0.563
N 1.506 -0.792 0.409
N 0.668 -1.366 -0.481
N -0.553 -0.972 -0.653
H 1.165 2.354 -0.461
H 1.841 1.272 1.507
*
```

The SMILES is O=c1nccnnn1. The calculation puts the total energy at -409.597806 a.u. Its LUMO energy is -1.63 eV. Its HOMO-LUMO gap is 8.75 eV. For the energy above the lowest of the compared OMol25 structures with the same formula, charge and spin, the calculation gives 81.82 kcal per mole.